Record 1
{
  "formula": "C4H9O2S",
  "method": "ωB97M-V/def2-TZVPD",
  "gap_ha": 0.2868,
  "total_charge": -1,
  "de_lowest_kcal_mol": 7.6,
  "e_homo_ev": -4.33,
  "species": ["C", "S", "C", "H", "H", "H", "H", "H", "H", "O", "C", "O", "C", "H", "H", "H"],
  "coordinates": [[-1.513, 0.700, 1.257], [-1.391, 2.491, 0.919], [-0.233, 2.454, -0.502], [-0.579, 0.368, 1.692], [-1.657, 0.153, 0.328], [-2.406, 0.555, 1.866], [0.553, 3.167, -0.248], [0.182, 1.459, -0.656], [-0.774, 2.799, -1.380], [-0.196, -0.878, -1.051], [0.801, -1.209, -0.364], [1.396, -0.517, 0.485], [1.345, -2.642, -0.554], [1.596, -3.037, 0.430], [0.607, -3.247, -1.083], [2.268, -2.615, -1.139]]
}



Record 2
{
  "formula": "C5H6N2O",
  "method": "ωB97M-V/def2-TZVPD",
  "gap_ha": 0.3546,
  "smiles": "C1=NN=C2OCC[C@@H]12",
  "de_lowest_kcal_mol": 76.9,
  "e_homo_ev": -9.21,
  "species": ["C", "C", "C", "C", "C", "H", "H", "H", "H", "H", "H", "N", "N", "O"],
  "coordinates": [[-0.581, 0.792, 1.385], [-0.374, -0.651, 1.017], [0.415, -0.425, -0.272], [0.508, -1.006, -1.698], [-0.028, 0.912, -0.690], [0.079, 1.047, 2.180], [-1.479, 1.018, 2.039], [0.086, -1.056, 1.889], [-1.293, -1.199, 0.755], [1.650, -0.253, -0.342], [1.092, -1.967, -2.028], [0.517, -0.017, -2.510], [-0.092, 1.080, -2.009], [-0.501, 1.723, 0.284]]
}



Record 3
{
  "formula": "C6H12O",
  "method": "ωB97M-V/def2-TZVPD",
  "gap_ha": 0.3900,
  "smiles": "CO[C@H]1CC[C@H]1C",
  "de_lowest_kcal_mol": 32.0,
  "e_homo_ev": -9.49,
  "species": ["C", "O", "C", "C", "C", "C", "C", "H", "H", "H", "H", "H", "H", "H", "H", "H", "H", "H", "H"],
  "coordinates": [[2.440, -0.565, -0.240], [1.155, -0.939, 0.177], [0.367, 0.113, 0.669], [0.131, 1.358, -0.218], [-1.385, 1.218, 0.057], [-1.146, -0.204, 0.624], [-1.496, -1.333, -0.336], [3.040, -0.141, 0.580], [2.403, 0.167, -1.059], [2.927, -1.473, -0.604], [0.704, 0.404, 1.678], [0.612, 2.288, 0.101], [0.383, 1.170, -1.266], [-2.035, 1.273, -0.823], [-1.752, 1.928, 0.804], [-1.598, -0.395, 1.604], [-2.582, -1.471, -0.387], [-1.131, -1.125, -1.348], [-1.038, -2.272, -0.012]]
}



Record 4
{
  "formula": "C3H8NOS",
  "method": "ωB97M-V/def2-TZVPD",
  "gap_ha": 0.2164,
  "smiles": "[O-]CNCCS",
  "total_charge": -1,
  "de_lowest_kcal_mol": 42.4,
  "e_homo_ev": -2.67,
  "species": ["C", "C", "S", "N", "C", "O", "H", "H", "H", "H", "H", "H", "H", "H"],
  "coordinates": [[0.622, 0.295, -0.066], [-0.013, 0.519, 1.299], [0.537, 2.055, 2.136], [0.351, -1.068, -0.510], [-1.002, -1.141, -1.217], [-1.286, -0.158, -2.049], [1.701, 0.474, -0.010], [0.139, 0.985, -0.772], [-1.083, 0.652, 1.109], [0.122, -0.280, 2.020], [1.517, 2.379, 1.299], [1.065, -1.303, -1.192], [-1.710, -1.251, -0.352], [-0.961, -2.157, -1.695]]
}



Record 5
{
  "formula": "C4H11N3",
  "method": "ωB97M-V/def2-TZVPD",
  "gap_ha": 0.3226,
  "smiles": "[H]/N=C(/N)NCCC",
  "de_lowest_kcal_mol": 50.9,
  "e_homo_ev": -7.92,
  "species": ["C", "C", "C", "N", "C", "N", "N", "H", "H", "H", "H", "H", "H", "H", "H", "H", "H", "H"],
  "coordinates": [[2.258, -0.564, 0.613], [1.647, 0.442, -0.416], [0.253, 0.018, -0.839], [-0.533, 0.118, 0.432], [-1.856, 0.270, 0.284], [-2.598, -0.247, -0.857], [-2.626, 0.757, 1.237], [1.767, -0.522, 1.561], [2.513, -1.557, 0.309], [3.199, -0.155, 0.948], [1.775, 1.496, -0.103], [2.266, 0.402, -1.392], [0.126, -1.096, -1.068], [-0.126, 0.576, -1.712], [-0.259, 0.291, 1.359], [-3.555, 0.002, -0.972], [-2.163, -0.843, -1.526], [-2.087, 0.612, 2.141]]
}